[1]
This record from the Open Molecules 2025 dataset describes a molecular structure, C44H27F11N5O4PtSSb. The level of theory is ωB97M-V/def2-TZVPD.

Properties
Energy in a.u.: -4123.3044
Gap between HOMO and LUMO (spin up / spin down) in eV: 3.0452 / 3.0421
LUMO level (spin up / spin down) in eV: -9.7 / -9.7
Total charge: +2
Spin multiplicity: 1
HOMO (spin up / spin down) in eV: -12.8 / -12.8

CARTESIAN COORDINATES (ANGSTROEM)
Pt: 1.10 0.51 -0.62
N: 0.53 1.21 -3.03
C: 1.59 0.64 -3.83
C: 1.50 0.65 -5.19
C: 2.53 0.14 -6.01
C: 3.66 -0.35 -5.44
C: 3.79 -0.39 -4.03
C: 4.95 -0.92 -3.43
C: 5.04 -0.99 -2.07
C: 3.96 -0.53 -1.31
N: 2.87 -0.01 -1.83
C: 2.75 0.09 -3.20
H: -0.38 1.09 -3.46
H: 0.68 2.21 -2.88
H: 0.61 1.07 -5.66
H: 2.41 0.17 -7.09
H: 4.47 -0.72 -6.05
H: 5.75 -1.27 -4.06
H: 5.92 -1.39 -1.57
H: 4.00 -0.58 -0.23
F: -0.81 8.10 2.40
C: -0.78 6.90 1.91
C: -0.63 5.81 2.78
F: -0.52 6.03 4.07
C: -0.57 4.56 2.26
F: -0.42 3.52 3.03
C: -0.68 4.32 0.78
O: -0.58 3.22 0.28
C: -0.84 5.54 -0.06
F: -0.92 5.35 -1.36
C: -0.88 6.77 0.49
F: -1.01 7.87 -0.22
F: 4.75 3.44 1.55
C: 4.15 3.12 0.42
F: 4.74 2.05 -0.11
F: 4.23 4.14 -0.43
S: 2.39 2.73 0.76
O: 1.87 3.88 1.46
O: 1.82 2.55 -0.61
O: 2.38 1.47 1.46
N: 1.60 -8.33 5.10
C: 1.52 -7.50 4.31
C: 1.42 -6.46 3.32
C: 2.18 -5.30 3.45
C: 2.09 -4.31 2.50
C: 1.22 -4.47 1.43
C: 0.45 -5.61 1.29
C: 0.56 -6.62 2.23
N: 1.10 -3.43 0.45
C: 0.90 -3.60 -0.90
C: 0.81 -2.36 -1.44
N: 0.94 -1.44 -0.43
C: 1.12 -2.11 0.70
H: 2.86 -5.20 4.29
H: 2.71 -3.42 2.57
H: -0.24 -5.72 0.46
H: -0.03 -7.52 2.14
H: 0.87 -4.58 -1.36
H: 0.66 -2.07 -2.47
H: 1.24 -1.68 1.68
F: -6.35 3.10 -2.61
C: -5.27 2.56 -2.05
C: -4.09 3.26 -2.06
C: -2.97 2.69 -1.48
C: -3.03 1.43 -0.90
C: -4.24 0.73 -0.92
C: -5.37 1.30 -1.50
Sb: -1.41 0.49 0.09
C: -1.73 0.77 2.14
C: -3.00 1.06 2.65
C: -3.19 1.17 4.02
C: -2.11 0.98 4.86
F: -2.29 1.08 6.18
C: -0.84 0.69 4.39
C: -0.66 0.60 3.01
C: -2.10 -1.50 -0.13
C: -2.18 -2.32 0.99
C: -2.58 -3.65 0.87
C: -2.90 -4.13 -0.38
F: -3.27 -5.41 -0.51
C: -2.84 -3.34 -1.52
C: -2.43 -2.02 -1.38
H: -4.05 4.24 -2.53
H: -2.03 3.22 -1.53
H: -4.33 -0.25 -0.48
H: -6.32 0.77 -1.51
H: -3.84 1.19 1.99
H: -4.16 1.39 4.45
H: -0.02 0.57 5.08
H: 0.34 0.43 2.62
H: -1.95 -1.93 1.98
H: -2.68 -4.29 1.74
H: -3.12 -3.75 -2.48
H: -2.39 -1.39 -2.26

***

[2]
This record from the Open Molecules 2025 dataset describes a molecular structure, C44H29BrCl2F5GeN2O3RuSe. The level of theory is ωB97M-V/def2-TZVPD.

Properties
Energy in a.u.: -10596.2901
Gap between HOMO and LUMO (spin up / spin down) in eV: 4.6207 / 6.3076
LUMO level (spin up / spin down) in eV: 1.9 / 1.9
Total charge: -1
Spin multiplicity: 5
HOMO (spin up / spin down) in eV: -2.7 / -4.4

CARTESIAN COORDINATES (ANGSTROEM)
Ru: -1.11 -0.46 -0.16
O: -7.24 -2.47 0.82
C: -5.93 -2.21 0.59
C: -4.94 -3.18 0.68
C: -3.63 -2.80 0.42
N: -3.28 -1.56 0.09
C: -4.24 -0.66 0.02
Br: -3.69 1.10 -0.39
C: -5.58 -0.91 0.25
H: -7.34 -3.40 1.04
H: -5.17 -4.20 0.94
H: -2.83 -3.53 0.48
H: -6.32 -0.13 0.18
F: 5.65 0.30 -2.29
C: 4.64 0.07 -1.44
C: 4.57 -1.13 -0.76
F: 5.51 -2.07 -0.96
C: 3.53 -1.35 0.12
F: 3.50 -2.54 0.76
C: 2.54 -0.41 0.37
Se: 1.05 -0.99 1.54
C: 2.66 0.80 -0.29
F: 1.82 1.80 -0.08
C: 3.69 1.04 -1.19
F: 3.78 2.22 -1.82
C: -0.40 0.24 1.58
Ge: -0.24 1.87 2.52
C: -1.33 3.20 1.58
C: -2.31 3.97 2.21
C: -3.12 4.84 1.48
C: -2.95 4.97 0.11
C: -1.97 4.22 -0.53
C: -1.18 3.34 0.19
C: -0.99 1.74 4.35
C: -0.53 2.51 5.41
C: -1.10 2.39 6.68
C: -2.14 1.49 6.89
C: -2.60 0.71 5.84
C: -2.02 0.83 4.58
C: 1.56 2.62 2.77
C: 2.55 1.84 3.37
C: 3.85 2.32 3.51
C: 4.18 3.58 3.04
C: 3.20 4.37 2.44
C: 1.91 3.89 2.31
H: -2.46 3.87 3.28
H: -3.88 5.42 1.99
H: -3.58 5.65 -0.45
H: -1.83 4.31 -1.60
H: -0.46 2.73 -0.33
H: 0.28 3.21 5.26
H: -0.73 3.00 7.50
H: -2.58 1.40 7.88
H: -3.41 0.01 6.00
H: -2.37 0.21 3.77
H: 2.31 0.85 3.73
H: 4.61 1.69 3.97
H: 5.19 3.95 3.13
H: 3.45 5.36 2.07
H: 1.16 4.50 1.82
Cl: 3.75 -2.75 -4.17
C: 2.96 -3.60 -2.88
C: 3.66 -4.60 -2.22
C: 3.10 -5.24 -1.13
C: 1.83 -4.87 -0.70
C: 1.14 -3.89 -1.39
Cl: -0.46 -3.45 -0.85
C: 1.66 -3.24 -2.51
N: 0.95 -2.23 -3.14
C: 0.61 -2.24 -4.51
C: 0.78 -3.37 -5.29
C: 0.39 -3.37 -6.63
C: -0.19 -2.24 -7.17
C: -0.36 -1.11 -6.38
C: 0.04 -1.08 -5.05
C: -0.04 0.21 -4.26
C: -0.57 0.09 -2.83
O: -0.04 0.79 -1.95
O: -1.47 -0.77 -2.58
H: 4.66 -4.83 -2.55
H: 3.65 -6.00 -0.60
H: 1.38 -5.32 0.17
H: 0.16 -1.91 -2.58
H: 1.21 -4.27 -4.86
H: 0.53 -4.26 -7.23
H: -0.51 -2.22 -8.21
H: -0.81 -0.22 -6.80
H: -0.68 0.91 -4.80
H: 0.95 0.66 -4.19

***

[3]
This record from the Open Molecules 2025 dataset describes a molecular structure, C44H30Cl6F3GeN5O8SSbSeTi. The level of theory is ωB97M-V/def2-TZVPD.

Properties
Energy in a.u.: -11597.6765
Gap between HOMO and LUMO (spin up / spin down) in eV: 4.9986 / 4.9871
LUMO level (spin up / spin down) in eV: 2.2 / 2.2
Total charge: -2
Spin multiplicity: 2
HOMO (spin up / spin down) in eV: -2.8 / -2.8

CARTESIAN COORDINATES (ANGSTROEM)
Ti: -1.64 -1.49 -0.91
O: 3.62 -4.00 0.38
C: 3.61 -3.16 1.40
O: 4.31 -3.34 2.38
C: 2.71 -1.99 1.31
C: 2.56 -1.02 2.28
Cl: 3.31 -0.82 3.80
N: 1.69 -0.09 1.82
N: 1.27 -0.40 0.59
C: 1.84 -1.54 0.28
C: 1.30 -2.25 -0.92
O: 1.83 -3.27 -1.32
O: 0.22 -1.75 -1.43
C: 0.99 0.95 2.50
C: 0.18 0.52 3.69
C: -0.92 2.74 4.29
C: -0.86 3.42 3.13
C: 0.10 3.25 2.10
C: 0.94 2.15 1.86
H: 2.99 -3.73 -0.35
H: 0.72 -0.27 4.21
H: -1.74 2.94 4.98
H: -1.60 4.19 2.96
H: 0.13 4.02 1.34
H: 1.56 2.21 0.97
Cl: -1.42 -5.33 -3.41
Ge: -1.15 -3.13 -4.25
Cl: 1.01 -3.28 -5.01
Cl: -2.19 -3.50 -6.26
O: -4.21 -2.16 -2.86
S: -3.97 -0.94 -2.11
O: -4.92 0.12 -2.28
O: -2.53 -0.45 -2.37
O: -3.74 -1.32 -0.65
Se: -3.54 -4.37 -0.77
N: -3.43 -5.44 0.62
C: -2.28 -5.16 1.26
C: -1.83 -5.78 2.45
C: -0.64 -5.36 2.95
C: 0.10 -4.35 2.26
N: -0.28 -3.76 1.17
C: -1.48 -4.14 0.67
N: -2.00 -3.57 -0.41
H: -2.43 -6.55 2.91
H: -0.22 -5.77 3.86
H: 1.06 -4.05 2.67
F: -2.18 -0.77 8.23
C: -1.43 0.31 7.95
F: -2.06 1.36 8.53
F: -0.27 0.16 8.62
C: -1.24 0.53 6.47
C: -0.17 1.25 6.11
C: 0.09 1.70 4.71
C: -1.20 0.00 3.30
C: -2.25 -0.16 4.25
C: -2.28 0.01 5.60
C: -1.41 -0.45 2.03
C: -1.51 -0.88 0.86
H: 0.54 1.56 6.87
H: 1.08 2.18 4.68
H: -3.16 -0.56 3.82
H: -3.19 -0.29 6.10
C: 1.06 6.34 -3.41
C: 1.12 5.43 -4.45
C: 0.93 4.08 -4.21
C: 0.68 3.61 -2.92
C: 0.61 4.54 -1.89
C: 0.81 5.89 -2.12
Sb: 0.35 1.53 -2.45
C: 2.42 0.98 -2.19
C: 2.86 -0.29 -2.60
C: 4.11 -0.75 -2.22
C: 4.94 0.03 -1.43
C: 4.52 1.30 -1.03
C: 3.26 1.76 -1.42
C: 0.17 0.86 -4.48
C: -1.09 0.47 -4.93
C: -1.25 -0.03 -6.22
C: -0.16 -0.13 -7.07
C: 1.09 0.29 -6.64
C: 1.26 0.78 -5.35
H: 1.21 7.40 -3.60
H: 1.31 5.78 -5.46
H: 0.97 3.38 -5.04
H: 0.39 4.20 -0.88
H: 0.75 6.60 -1.30
H: 2.21 -0.93 -3.19
H: 4.42 -1.74 -2.52
H: 5.90 -0.34 -1.11
H: 5.16 1.92 -0.42
H: 2.95 2.75 -1.10
H: -1.93 0.49 -4.26
H: -2.22 -0.39 -6.53
H: -0.28 -0.56 -8.05
H: 1.95 0.20 -7.29
H: 2.24 1.07 -5.02
Cl: -5.11 2.72 1.65
C: -4.28 1.58 0.55
Cl: -2.79 2.26 -0.11
H: -4.94 1.34 -0.27
H: -4.02 0.70 1.12

***

Asked for energy above the lowest of the compared OMol25 structures with the same formula, charge and spin across the records above, the calculation gives 70.7, 11.8, 416.3 kJ/mol in order.